28
Properties=species:S:1:pos:R:3 method="wB97M-V/def2-TZVPD" smiles=Cc1ccc(O)cc1.Cc1c[nH]cn1
C 2.419 2.672 0.096
C 2.065 1.397 -0.658
C 2.467 0.193 -0.106
C 2.270 -0.996 -0.809
C 1.636 -0.940 -2.032
O 1.396 -2.060 -2.802
C 1.182 0.268 -2.555
C 1.353 1.449 -1.853
H 1.744 2.882 0.924
H 2.434 3.524 -0.580
H 3.451 2.576 0.435
H 3.062 0.200 0.793
H 2.691 -1.917 -0.425
H 2.106 -2.694 -2.680
H 0.678 0.225 -3.510
H 0.997 2.416 -2.173
C -3.810 -0.536 2.984
C -2.795 -0.693 1.906
C -2.678 -1.702 0.997
N -1.696 -1.316 0.132
C -1.356 -0.041 0.461
N -1.948 0.347 1.548
H -4.367 -1.465 3.053
H -4.514 0.263 2.751
H -3.382 -0.321 3.963
H -3.256 -2.611 1.015
H -1.417 -1.708 -0.751
H -0.729 0.591 -0.125

28
Properties=species:S:1:pos:R:3 method="wB97M-V/def2-TZVPD" smiles=Cc1ccc(O)cc1.Cc1c[nH]cn1
C -1.769 3.231 0.965
C -0.534 2.550 0.588
C -0.142 2.503 -0.712
C 1.038 1.838 -1.147
C 1.907 1.265 -0.209
O 3.144 0.609 -0.505
C 1.479 1.362 1.194
C 0.279 1.992 1.608
H -1.701 4.172 1.519
H -2.288 2.514 1.665
H -2.502 3.526 0.147
H -0.820 2.897 -1.410
H 1.193 1.702 -2.250
H 3.397 -0.099 0.309
H 2.227 0.856 1.853
H -0.042 2.171 2.696
C -2.570 -1.144 -0.464
C -1.334 -2.098 -0.530
C -0.044 -1.774 -0.136
N 0.615 -3.015 0.012
C -0.289 -3.993 -0.275
N -1.457 -3.447 -0.589
H -2.243 -0.186 -0.051
H -3.421 -1.625 0.058
H -3.002 -0.892 -1.439
H 0.428 -0.821 -0.250
H 1.529 -3.217 0.237
H -0.140 -5.019 -0.304

This record from OMol25 describes a single C11H14N2O molecule in a non-equilibrium geometry. The level of theory is ωB97M-V/def2-TZVPD.

```
28
C11H14N2O (ωB97M-V/def2-TZVPD)
C 1.895 -1.146 -0.134
C -2.632 -0.474 -0.212
C 0.849 -0.225 0.056
C -1.507 0.308 -0.037
C 1.866 -2.435 0.024
C -2.139 -1.878 -0.192
C 1.697 -3.716 0.145
C 3.197 -0.536 -0.811
C -4.073 0.028 -0.220
C 1.160 1.222 0.289
C -1.551 1.776 0.096
N -0.441 -0.555 -0.010
N -0.803 -1.839 0.017
O -2.815 -2.881 -0.383
H 1.510 -4.467 -0.734
H 2.062 -4.147 1.030
H 3.676 0.350 -0.306
H 3.018 -0.204 -1.828
H 4.032 -1.339 -0.934
H -4.692 -0.889 -0.307
H -4.253 0.577 -1.110
H -4.349 0.462 0.703
H 0.824 1.493 1.254
H 0.903 2.068 -0.372
H 2.221 1.237 0.311
H -1.038 2.072 1.008
H -2.524 2.146 -0.066
H -0.969 2.361 -0.603
```

28
Properties=species:S:1:pos:R:3 method="wB97M-V/def2-TZVPD" smiles=Cc1ccc(O)cc1.Cc1c[nH]cn1
C 1.696 1.255 1.528
C 1.198 -0.178 1.536
C 1.915 -1.243 1.002
C 1.300 -2.486 0.886
C -0.008 -2.681 1.306
O -0.631 -3.883 1.174
C -0.724 -1.636 1.892
C -0.084 -0.420 2.049
H 1.583 1.726 2.501
H 1.139 1.794 0.756
H 2.729 1.283 1.202
H 2.888 -1.030 0.584
H 1.811 -3.358 0.473
H -0.035 -4.539 0.800
H -1.764 -1.778 2.144
H -0.578 0.399 2.547
C -2.024 2.716 -0.885
C -1.272 1.736 -1.728
C -0.726 0.544 -1.338
N -0.147 0.006 -2.475
C -0.315 0.920 -3.464
N -0.998 1.967 -3.061
H -1.315 3.405 -0.443
H -2.446 2.175 -0.026
H -2.808 3.269 -1.397
H -0.966 -0.108 -0.516
H 0.546 -0.719 -2.572
H 0.036 0.863 -4.476

28
Properties=species:S:1:pos:R:3 method="wB97M-V/def2-TZVPD" spin_multiplicity=2 charge=+1
C -1.684 -2.231 -0.913
C 0.667 -0.675 1.620
C 1.726 -1.593 1.672
C -0.460 -0.923 0.868
C -0.557 -2.075 0.075
C 1.630 -2.760 0.944
C 0.503 -2.962 0.140
O 2.786 -1.140 2.407
H 0.750 0.189 2.262
H -1.279 -0.204 0.829
H 2.270 -3.616 1.076
H 3.463 -1.835 2.458
H -1.668 -3.195 -1.416
H -1.501 -1.436 -1.625
H 0.499 -3.847 -0.483
H -2.672 -2.011 -0.511
C -1.763 2.969 -1.965
C 0.298 1.729 -1.018
C -0.767 2.708 -0.954
C 0.358 2.867 0.834
N 1.037 1.921 0.049
N -0.661 3.372 0.209
H 0.744 1.196 -1.844
H 1.860 1.409 0.341
H -1.545 2.543 -2.951
H -2.007 4.009 -2.151
H 0.725 3.076 1.829
H -2.754 2.515 -1.783

29
Properties=species:S:1:pos:R:3 method="wB97M-V/def2-TZVPD" smiles="O=C(O)C#CCCCCCn1ccnc1"
O 0.964 0.534 5.467
C 1.320 1.446 4.715
O 2.193 2.447 5.036
C 0.886 1.461 3.341
C 0.477 1.568 2.192
C -0.090 1.617 0.836
C -0.777 0.312 0.433
C 0.219 -0.837 0.486
C -0.216 -2.085 -0.370
C 0.354 -2.045 -1.816
N -0.222 -0.891 -2.581
C -1.538 -0.776 -2.981
C -1.666 0.480 -3.486
N -0.444 1.154 -3.420
C 0.422 0.301 -2.930
H 2.520 2.286 5.934
H -0.817 2.406 0.773
H 0.714 1.857 0.140
H -1.583 0.065 1.126
H -1.224 0.444 -0.551
H 1.200 -0.516 0.125
H 0.318 -1.114 1.507
H -1.303 -2.139 -0.439
H 0.142 -2.982 0.139
H 0.107 -2.982 -2.338
H 1.451 -1.960 -1.783
H -2.329 -1.527 -2.901
H -2.553 0.970 -3.884
H 1.474 0.506 -2.769

This record from OMol25 describes a molecular structure, C11H14N2O3 in a non-equilibrium geometry. The level of theory is ωB97M-V/def2-TZVPD.

```
30
C11H14N2O3 (ωB97M-V/def2-TZVPD)
C -6.029 -0.112 -0.852
C -4.746 -0.839 -0.317
H -4.924 -0.986 0.711
H -4.614 -1.792 -0.873
O -3.733 -0.146 -0.543
C -2.737 -0.427 0.315
O -2.661 -1.479 1.088
C -1.554 0.675 -0.015
O -1.660 1.753 -0.554
N -0.380 0.131 0.683
N 0.673 1.147 0.827
C 1.846 0.541 0.241
C 2.211 -1.100 0.093
C 3.465 -1.281 -0.126
C 4.477 -0.503 -0.527
C 4.168 0.844 -0.135
C 3.028 1.177 0.155
H 2.777 2.347 0.284
H 5.140 1.689 -0.509
C 5.820 -0.925 -0.674
H 6.134 -0.490 -1.798
H 6.456 -0.642 0.144
H 5.844 -1.933 -0.892
H 3.545 -2.381 -0.096
H 1.395 -1.462 0.131
H 0.609 1.921 0.495
H -0.460 -0.862 1.232
H -6.247 0.971 -0.431
H -5.941 0.098 -1.861
H -6.924 -0.790 -0.827
```

28
Properties=species:S:1:pos:R:3 method="wB97M-V/def2-TZVPD" charge=+2
C -1.462 2.153 -2.288
C -1.560 0.748 -2.413
C -0.687 0.071 -1.528
C -0.135 1.005 -0.541
C 1.316 1.700 1.357
C 2.214 1.470 2.298
C 2.088 -0.869 3.218
C -0.216 -0.727 4.195
C 0.604 0.708 0.546
C -2.164 0.175 -3.667
C -0.233 -1.266 -1.913
N 2.726 0.205 2.692
N 0.941 -0.797 3.727
S -0.601 2.747 -0.950
H -1.834 2.949 -2.907
H 1.193 2.799 1.212
H 2.620 2.436 2.597
H 2.752 -1.746 3.136
H -1.022 -0.785 3.498
H -0.429 -0.802 5.379
H 0.640 -0.416 0.644
H -1.400 -0.162 -4.256
H -2.644 -0.681 -3.429
H -2.788 0.994 -3.941
H -1.081 -1.890 -1.667
H -0.033 -1.145 -2.896
H 0.567 -1.774 -1.328
H 3.715 0.124 2.391

Energy? In order: -612.30742, -612.24931, -612.13401, -612.30621, -612.00506, -687.49454, -762.40634, -934.50743 a.u..
Energy above the lowest of the compared OMol25 structures with the same formula, charge and spin? In order: 27.2, 63.7, 136.0, 27.9, 36.5, 18.7, 283.1, 12.1 kcal per mole.